{"formula": "C6H18NO4", "method": "ωB97M-V/def2-TZVPD", "elements": ["C", "O", "C", "C", "C", "C", "C", "N", "H", "H", "H", "H", "H", "H", "H", "H", "H", "H", "H", "H", "H", "H", "O", "H", "H", "O", "H", "H", "O"], "xyz": [[0.762, 0.280, -1.499], [0.135, 1.477, -1.723], [-0.357, -0.621, -0.817], [0.115, -1.809, 0.016], [1.029, -1.243, 1.103], [2.352, -1.337, 1.010], [3.477, -0.573, 1.516], [-1.598, -0.854, -1.541], [1.150, -0.262, -2.335], [1.646, 0.419, -0.775], [-0.549, 0.217, 0.095], [0.603, -2.446, -0.726], [-0.665, -2.428, 0.787], [0.443, -0.638, 1.874], [2.641, -1.953, 0.089], [3.437, 0.412, 0.935], [4.444, -0.868, 1.311], [3.311, -0.350, 2.566], [-1.464, -1.056, -2.451], [-2.190, -0.058, -1.506], [-3.740, 0.373, 0.687], [-3.965, -0.957, 0.027], [-4.387, -0.207, 0.618], [-2.093, 1.901, 1.253], [-1.910, 2.208, -0.140], [-2.644, 1.837, 0.490], [-0.293, 3.442, -0.639], [0.465, 2.267, -0.432], [-0.155, 2.826, 0.208]], "forces_ev_per_a": [[-1.1, 0.3, 1.8], [1.2, -0.2, -1.3], [-0.5, 3.0, 4.2], [-0.8, -1.0, 2.4], [-0.2, 0.3, 0.3], [-0.3, -2.0, -3.0], [-1.8, 3.3, 0.6], [-0.1, 0.1, 3.6], [0.5, -0.4, -1.4], [-0.9, -0.6, -0.7], [-0.4, -2.1, -2.4], [0.3, -0.8, 0.7], [1.2, 1.5, -3.0], [1.1, -0.7, -0.9], [-0.3, 0.7, 1.2], [-0.1, -0.8, 0.9], [1.9, -1.5, -0.1], [0.4, 0.3, 0.3], [0.8, -0.8, -3.7], [-0.2, 0.9, 0.1], [5.0, 4.7, 0.3], [-1.2, 2.3, 1.8], [-3.9, -7.3, -2.3], [0.5, 0.0, 1.3], [-1.5, -1.1, 1.1], [1.1, 1.1, -2.2], [0.0, -1.4, 2.9], [-1.6, -0.5, 0.3], [0.9, 2.7, -2.8]], "homo_lumo_gap_ev": 7.29, "total_charge": -1, "e_tot_ev": -16191.2106, "multiplicity": 1}

{"formula": "C2H3O2S2", "method": "ωB97M-V/def2-TZVPD", "elements": ["C", "C", "O", "O", "S", "S", "H", "H", "H"], "xyz": [[-1.427, 0.321, 0.384], [-0.547, 0.005, -0.534], [1.070, -1.177, 1.244], [1.770, -1.330, -1.139], [2.088, 1.449, 0.150], [1.126, -0.528, -0.092], [-2.299, 1.000, 0.183], [-1.022, 0.208, 1.430], [-0.758, 0.053, -1.626]], "forces_ev_per_a": [[0.3, 1.3, 1.8], [0.1, -0.9, -2.0], [-0.6, 0.6, -1.6], [-1.2, 0.6, 0.3], [-1.2, -2.3, -0.6], [2.4, 1.4, 2.0], [0.6, -1.3, 0.2], [-0.9, 0.2, -0.9], [0.5, 0.2, 0.9]], "homo_lumo_gap_ev": 7.64, "total_charge": -1, "e_tot_ev": -27888.1014, "multiplicity": 1, "smiles": "C=CS(=O)(=O)[S-]"}

What did the first record say?
{"formula": "C6H18NO4", "method": "ωB97M-V/def2-TZVPD", "elements": ["C", "O", "C", "C", "C", "C", "C", "N", "H", "H", "H", "H", "H", "H", "H", "H", "H", "H", "H", "H", "H", "H", "O", "H", "H", "O", "H", "H", "O"], "xyz": [[0.762, 0.280, -1.499], [0.135, 1.477, -1.723], [-0.357, -0.621, -0.817], [0.115, -1.809, 0.016], [1.029, -1.243, 1.103], [2.352, -1.337, 1.010], [3.477, -0.573, 1.516], [-1.598, -0.854, -1.541], [1.150, -0.262, -2.335], [1.646, 0.419, -0.775], [-0.549, 0.217, 0.095], [0.603, -2.446, -0.726], [-0.665, -2.428, 0.787], [0.443, -0.638, 1.874], [2.641, -1.953, 0.089], [3.437, 0.412, 0.935], [4.444, -0.868, 1.311], [3.311, -0.350, 2.566], [-1.464, -1.056, -2.451], [-2.190, -0.058, -1.506], [-3.740, 0.373, 0.687], [-3.965, -0.957, 0.027], [-4.387, -0.207, 0.618], [-2.093, 1.901, 1.253], [-1.910, 2.208, -0.140], [-2.644, 1.837, 0.490], [-0.293, 3.442, -0.639], [0.465, 2.267, -0.432], [-0.155, 2.826, 0.208]], "forces_ev_per_a": [[-1.1, 0.3, 1.8], [1.2, -0.2, -1.3], [-0.5, 3.0, 4.2], [-0.8, -1.0, 2.4], [-0.2, 0.3, 0.3], [-0.3, -2.0, -3.0], [-1.8, 3.3, 0.6], [-0.1, 0.1, 3.6], [0.5, -0.4, -1.4], [-0.9, -0.6, -0.7], [-0.4, -2.1, -2.4], [0.3, -0.8, 0.7], [1.2, 1.5, -3.0], [1.1, -0.7, -0.9], [-0.3, 0.7, 1.2], [-0.1, -0.8, 0.9], [1.9, -1.5, -0.1], [0.4, 0.3, 0.3], [0.8, -0.8, -3.7], [-0.2, 0.9, 0.1], [5.0, 4.7, 0.3], [-1.2, 2.3, 1.8], [-3.9, -7.3, -2.3], [0.5, 0.0, 1.3], [-1.5, -1.1, 1.1], [1.1, 1.1, -2.2], [0.0, -1.4, 2.9], [-1.6, -0.5, 0.3], [0.9, 2.7, -2.8]], "homo_lumo_gap_ev": 7.29, "total_charge": -1, "e_tot_ev": -16191.2106, "multiplicity": 1}

Please write out number 2 again, unchanged.
{"formula": "C2H3O2S2", "method": "ωB97M-V/def2-TZVPD", "elements": ["C", "C", "O", "O", "S", "S", "H", "H", "H"], "xyz": [[-1.427, 0.321, 0.384], [-0.547, 0.005, -0.534], [1.070, -1.177, 1.244], [1.770, -1.330, -1.139], [2.088, 1.449, 0.150], [1.126, -0.528, -0.092], [-2.299, 1.000, 0.183], [-1.022, 0.208, 1.430], [-0.758, 0.053, -1.626]], "forces_ev_per_a": [[0.3, 1.3, 1.8], [0.1, -0.9, -2.0], [-0.6, 0.6, -1.6], [-1.2, 0.6, 0.3], [-1.2, -2.3, -0.6], [2.4, 1.4, 2.0], [0.6, -1.3, 0.2], [-0.9, 0.2, -0.9], [0.5, 0.2, 0.9]], "homo_lumo_gap_ev": 7.64, "total_charge": -1, "e_tot_ev": -27888.1014, "multiplicity": 1, "smiles": "C=CS(=O)(=O)[S-]"}